1.
{
  "formula": "C28H49BFeN12O4P",
  "method": "ωB97M-V/def2-TZVPD",
  "homo_energy_ev": [-11.01, -11.01],
  "largest_force_ev_per_a": 0.96,
  "total_charge": 1,
  "orbital_gap_ev": [9.2, 9.2],
  "lumo_ha": [-0.065, -0.065],
  "relative_energy_kcal_mol": 0.0,
  "species": ["Fe", "C", "C", "N", "N", "C", "B", "N", "C", "C", "C", "N", "N", "C", "C", "C", "N", "H", "H", "H", "H", "H", "H", "H", "H", "H", "H", "N", "C", "O", "C", "C", "C", "C", "N", "C", "H", "H", "H", "H", "H", "H", "C", "O", "H", "H", "H", "H", "C", "N", "C", "P", "O", "N", "C", "C", "N", "C", "C", "H", "H", "H", "H", "H", "H", "H", "H", "H", "H", "H", "H", "H", "H", "H", "H", "H", "H", "O", "C", "C", "C", "C", "C", "C", "N", "H", "H", "H", "H", "H", "H", "H", "H", "H", "H", "H"],
  "xyz": [[0.5054, -0.4164, -0.8452], [4.4006, 0.9901, 0.0040], [3.0153, 1.1729, -0.0474], [2.4300, 0.1340, -0.6232], [3.4048, -0.7368, -0.9410], [4.5990, -0.2455, -0.5789], [3.0228, -2.0058, -1.7253], [2.1141, -2.8434, -0.8071], [2.2503, -4.0992, -0.3585], [1.1995, -4.3673, 0.4982], [0.4535, -3.1843, 0.5113], [1.0099, -2.2797, -0.2886], [2.1873, -1.5381, -2.9348], [2.4432, -1.6287, -4.2483], [1.4693, -0.9293, -4.9318], [0.6391, -0.4268, -3.9280], [1.0819, -0.7935, -2.7294], [5.1466, 1.6555, 0.4016], [2.4113, 1.9959, 0.2928], [5.5012, -0.7998, -0.7758], [3.9887, -2.6253, -2.0600], [3.0874, -4.7020, -0.6678], [1.0123, -5.2750, 1.0449], [-0.4593, -2.9478, 1.0320], [3.2923, -2.1897, -4.6008], [1.3690, -0.8089, -5.9957], [-0.2657, 0.1530, -4.0253], [-2.5136, -5.1118, -1.4878], [-3.2165, -4.2816, -2.3008], [-4.0976, -4.6734, -3.0367], [-2.8801, -2.8176, -2.2268], [-3.8118, -1.9042, -2.7013], [-3.4991, -0.5608, -2.6434], [-2.2745, -0.1773, -2.1167], [-1.3622, -1.0470, -1.6750], [-1.6772, -2.3428, -1.7380], [-2.6804, -6.0992, -1.5865], [-1.7286, -4.8097, -0.9398], [-4.7455, -2.2683, -3.1094], [-4.1871, 0.1942, -2.9975], [-2.0192, 0.8693, -2.0432], [-0.9028, -3.0213, -1.4208], [-3.5995, -1.4076, 1.0056], [-2.1867, -1.3316, 0.8759], [-4.0282, -1.1355, 0.0434], [-3.9759, -0.7063, 1.7575], [-3.9366, -2.4162, 1.2631], [-1.8053, -1.3529, 1.7552], [0.7196, -1.9290, 4.2089], [-0.3779, -1.0599, 3.7852], [-1.6770, -1.6875, 3.9644], [-0.0222, 0.2307, 2.8015], [0.4528, -0.0530, 1.4147], [1.1750, 0.9589, 3.6862], [0.9663, 1.2935, 5.0914], [2.2023, 1.7528, 3.0312], [-1.4577, 1.0620, 2.7606], [-1.8053, 1.8444, 1.5813], [-2.0968, 1.5431, 3.9789], [0.6478, -2.1261, 5.2816], [1.6774, -1.4598, 4.0028], [0.6827, -2.8850, 3.6786], [-1.8439, -1.8931, 5.0251], [-1.7372, -2.6467, 3.4354], [-2.4794, -1.0400, 3.6184], [0.3125, 0.5633, 5.5627], [0.5350, 2.2906, 5.2260], [1.9266, 1.2681, 5.6085], [1.8182, 2.6885, 2.6057], [2.6743, 1.1692, 2.2509], [2.9610, 2.0117, 3.7698], [-1.2829, 1.4601, 0.7107], [-1.5550, 2.9039, 1.7189], [-2.8821, 1.7715, 1.4033], [-1.8406, 0.9140, 4.8280], [-3.1821, 1.5178, 3.8528], [-1.8094, 2.5740, 4.2100], [-0.0134, 1.5370, -1.2920], [0.1412, 2.2677, -2.2697], [1.4617, 2.5936, -2.8917], [1.9261, 3.8722, -2.1428], [0.9068, 5.0174, -1.9852], [-0.2635, 4.7380, -1.0194], [-1.4260, 3.9629, -1.6636], [-0.8984, 3.0522, -2.6999], [1.3400, 2.8002, -3.9572], [2.1784, 1.7867, -2.7595], [2.8143, 4.2478, -2.6515], [2.2462, 3.5723, -1.1434], [0.5246, 5.3330, -2.9628], [1.4618, 5.8758, -1.6045], [-0.6471, 5.6794, -0.6236], [0.1174, 4.1748, -0.1615], [-2.1248, 4.6341, -2.1598], [-1.9842, 3.3873, -0.9272], [-0.6439, 3.5725, -3.5273]],
  "atomic_forces_ev_per_a": [[0.79, -0.25, -0.48], [0.00, 0.04, -0.01], [0.01, 0.11, -0.20], [-0.03, -0.07, 0.56], [0.04, 0.07, -0.14], [0.00, -0.01, -0.07], [0.00, -0.02, 0.07], [-0.06, -0.14, -0.09], [0.04, 0.07, 0.03], [-0.04, 0.02, 0.03], [0.07, -0.02, 0.08], [-0.06, 0.09, -0.03], [0.05, 0.14, 0.00], [0.00, -0.03, -0.01], [0.02, 0.01, 0.00], [-0.07, -0.09, -0.01], [0.03, -0.09, -0.09], [-0.01, 0.00, 0.00], [0.01, -0.03, 0.02], [0.00, 0.00, 0.01], [-0.01, -0.01, -0.04], [-0.01, 0.00, 0.00], [0.00, 0.00, -0.01], [-0.01, 0.00, -0.01], [0.00, 0.01, 0.00], [-0.01, -0.01, 0.00], [-0.01, 0.00, 0.01], [0.04, -0.02, -0.05], [0.01, -0.01, 0.00], [-0.03, 0.01, 0.04], [-0.01, 0.01, -0.04], [0.02, -0.03, -0.06], [0.04, 0.02, -0.04], [-0.07, -0.01, 0.09], [-0.31, 0.23, 0.58], [0.12, 0.03, -0.27], [0.00, 0.00, 0.00], [-0.02, 0.01, 0.02], [0.00, 0.00, 0.01], [0.00, 0.00, 0.00], [0.00, 0.00, 0.02], [0.01, -0.01, 0.03], [-0.03, 0.01, 0.04], [-0.32, -0.16, 0.02], [0.00, -0.01, 0.00], [0.01, 0.01, -0.01], [0.01, 0.00, 0.01], [0.02, 0.10, 0.03], [-0.01, -0.01, 0.01], [0.07, -0.09, -0.19], [-0.01, 0.06, 0.08], [-0.01, -0.26, 0.06], [-0.23, 0.30, -0.10], [-0.11, 0.08, 0.03], [0.02, -0.02, 0.00], [0.02, 0.00, 0.01], [0.07, 0.06, 0.02], [-0.05, -0.06, -0.02], [-0.01, 0.00, -0.01], [0.00, 0.00, 0.00], [0.00, 0.00, 0.01], [0.00, 0.00, 0.00], [0.00, 0.00, 0.00], [0.00, 0.00, 0.00], [0.00, 0.01, 0.02], [-0.01, 0.01, 0.00], [0.01, 0.00, 0.00], [0.00, -0.01, 0.00], [0.00, 0.00, 0.01], [-0.01, 0.00, 0.01], [0.00, -0.01, 0.00], [-0.01, 0.00, 0.00], [0.02, 0.00, 0.00], [0.00, 0.00, 0.01], [0.00, 0.01, 0.00], [0.00, 0.00, 0.00], [0.00, 0.00, 0.00], [-0.12, -0.13, 0.00], [0.11, 0.12, -0.01], [-0.01, -0.05, 0.01], [-0.01, -0.01, 0.03], [0.00, 0.00, 0.01], [-0.02, -0.01, -0.01], [-0.01, -0.01, 0.01], [0.03, 0.00, 0.02], [0.01, 0.00, 0.00], [0.00, 0.00, 0.00], [-0.02, 0.00, -0.03], [0.03, 0.02, -0.02], [0.02, 0.02, 0.00], [-0.01, 0.00, 0.02], [0.00, 0.00, 0.00], [0.00, -0.01, -0.01], [0.00, 0.00, -0.01], [0.00, 0.01, 0.00], [0.00, 0.01, 0.00]]
}

=====

2.
{
  "formula": "C18H52MgN3O12",
  "method": "ωB97M-V/def2-TZVPD",
  "homo_energy_ev": -9.57,
  "largest_force_ev_per_a": 2.97,
  "total_charge": 1,
  "orbital_gap_ev": 1.2,
  "lumo_ha": -0.309,
  "species": ["Mg", "N", "O", "O", "O", "C", "C", "C", "C", "C", "C", "N", "O", "C", "C", "C", "H", "H", "H", "H", "H", "H", "H", "H", "H", "H", "H", "H", "H", "H", "H", "H", "H", "H", "H", "C", "C", "C", "C", "C", "C", "N", "O", "C", "C", "C", "H", "H", "H", "H", "H", "H", "H", "H", "H", "H", "H", "H", "H", "H", "H", "H", "H", "H", "H", "O", "H", "H", "O", "H", "H", "O", "H", "H", "O", "H", "H", "O", "H", "H", "O", "H", "H", "O", "H", "H"],
  "xyz": [[6.8207, -4.5829, 1.0799], [1.2773, -4.4864, 0.2762], [0.9624, -4.8075, 1.4370], [2.5249, -4.3432, 0.0668], [0.4472, -4.3994, -0.6595], [-6.2843, -0.4443, -4.8788], [-6.8138, 0.4845, -3.8099], [-8.3455, 0.2712, -3.8096], [-9.1389, 0.7590, -2.6107], [-8.5684, 0.2385, -1.3028], [-7.0026, 0.4986, -1.2279], [-6.2789, 0.1184, -2.5143], [-4.8920, 0.1630, -2.3862], [-6.7541, 1.9631, -0.8744], [-6.5604, -0.2811, 0.0253], [-6.4990, 1.9735, -4.1792], [-6.3317, -1.4704, -4.5143], [-5.2673, -0.1315, -5.1156], [-6.7843, -0.3495, -5.8427], [-8.6880, 0.9372, -4.6015], [-8.4787, -0.8107, -3.8100], [-10.1760, 0.4239, -2.5938], [-9.1184, 1.8428, -2.4962], [-8.6564, -0.8477, -1.3284], [-9.1920, 0.5869, -0.4795], [-5.8240, 2.3198, -1.3169], [-7.5580, 2.5295, -1.3446], [-6.7166, 2.2449, 0.1779], [-5.5106, -0.1982, 0.3066], [-7.1593, -0.0429, 0.9043], [-6.8224, -1.3044, -0.2438], [-6.2652, 2.1213, -5.2335], [-5.6373, 2.3735, -3.6449], [-7.2912, 2.6527, -3.8640], [-4.5727, -0.7163, -2.1710], [7.0317, 4.6720, 2.0066], [5.5044, 4.8955, 1.9074], [5.0962, 4.5830, 0.3912], [3.5426, 4.5703, 0.2167], [2.8773, 3.5690, 1.2001], [3.3021, 3.7582, 2.7507], [4.7617, 4.0239, 2.8700], [5.2326, 4.1989, 4.2273], [2.3683, 4.8907, 3.3246], [2.9296, 2.4398, 3.4957], [5.2923, 6.4045, 2.1621], [7.1216, 3.5920, 1.8904], [7.5404, 5.0994, 1.1425], [7.4432, 5.0423, 2.9455], [5.5573, 5.2195, -0.3640], [5.3401, 3.5705, 0.0696], [3.0214, 5.5224, 0.3173], [3.2782, 4.3592, -0.8194], [3.0878, 2.6151, 0.7164], [1.7922, 3.6691, 1.1745], [2.4464, 5.8197, 2.7599], [2.5811, 5.0056, 4.3874], [1.3301, 4.5587, 3.3156], [2.8193, 2.5966, 4.5687], [3.4369, 1.5268, 3.1842], [1.9386, 2.3521, 3.0503], [5.3846, 6.6302, 3.2245], [5.9454, 7.1392, 1.6911], [4.2578, 6.7073, 1.9999], [5.4831, 3.3354, 4.5636], [-1.8037, -8.7556, -4.5241], [-2.2933, -8.8814, -5.3369], [-1.5086, -7.8458, -4.5600], [6.4719, -8.4402, 0.2769], [5.6393, -8.9054, 0.3587], [7.0818, -9.0971, -0.0588], [-4.1767, -6.2772, 0.3118], [-4.3520, -5.6997, -0.4312], [-3.2219, -6.3265, 0.3574], [7.3726, -0.7613, 1.9871], [6.7800, -0.0171, 2.0929], [8.2221, -0.4359, 2.2852], [2.4648, -9.9463, 2.6028], [2.0023, -9.1511, 2.8675], [2.7492, -10.3437, 3.4259], [8.3423, -3.9742, -2.4826], [8.2397, -4.6086, -3.1920], [8.6865, -3.1899, -2.9100], [5.6110, -5.1087, 4.6739], [5.0057, -4.4593, 5.0317], [6.0978, -5.4275, 5.4339]],
  "atomic_forces_ev_per_a": [[-0.47, -0.03, -0.04], [-0.28, -0.95, -0.11], [-0.06, 0.56, -1.20], [-1.00, 0.25, -0.40], [1.77, 0.13, 1.77], [1.03, 0.21, -0.25], [-0.50, 1.33, -0.03], [0.09, 0.74, 1.16], [0.51, 0.28, 1.45], [1.44, -0.88, -1.54], [-0.40, 0.94, 1.57], [-1.58, -1.41, 2.08], [-0.06, 1.09, -0.30], [-0.07, 1.16, -1.14], [0.08, -1.29, -1.11], [0.33, 0.22, 0.49], [0.13, -0.04, -0.22], [0.33, -0.46, 0.20], [-0.51, 0.03, 0.25], [-0.23, -1.13, -0.84], [-0.45, 0.02, -0.98], [-0.11, 0.20, -0.68], [-0.27, 0.23, -0.53], [-0.16, -0.26, 0.15], [0.72, 0.26, 0.35], [0.09, -0.06, 0.05], [0.12, 0.48, 0.09], [-0.20, -0.50, 0.07], [0.03, 0.06, -0.25], [-0.10, 0.36, -0.27], [0.46, -0.50, 0.48], [-0.34, -0.16, -0.09], [0.27, -0.42, 0.05], [-0.30, -0.12, -0.24], [-0.31, -0.36, 0.01], [-0.98, -0.97, -0.13], [0.61, 1.30, -1.12], [-2.03, -0.54, 1.06], [-0.27, 0.61, 0.60], [1.12, 0.69, 0.02], [0.02, 0.05, -0.71], [0.61, -0.79, -0.94], [-0.87, 0.93, -0.96], [0.56, -0.93, 0.09], [-0.95, 1.21, -1.17], [-1.16, 0.33, 1.09], [0.57, -0.19, 0.38], [-0.09, 0.32, 0.16], [0.03, -0.17, -0.12], [0.16, 0.45, 0.54], [0.59, -0.28, 0.47], [0.57, 0.54, 0.46], [0.15, -0.64, -0.06], [0.24, -0.61, 0.89], [-0.01, 0.11, 0.03], [0.09, -0.04, 0.23], [0.33, 0.46, -0.07], [-0.05, -0.08, -0.34], [0.26, -0.28, -0.04], [0.52, 0.30, 0.22], [-0.46, -0.61, 0.62], [0.34, -0.34, 0.27], [0.16, -0.53, -0.53], [-0.04, 0.00, -0.53], [-0.01, -0.33, -0.41], [0.06, -0.13, 0.17], [-0.14, -0.09, -0.20], [0.09, 0.22, 0.03], [0.14, 0.51, 0.09], [-0.34, -0.11, 0.07], [0.20, -0.16, -0.09], [-0.18, -0.07, 0.14], [-0.08, 0.12, -0.18], [0.27, -0.04, 0.04], [-0.03, -0.51, -0.11], [-0.26, 0.22, -0.01], [0.26, 0.10, 0.07], [0.18, -0.02, -0.24], [-0.20, 0.21, 0.02], [0.05, -0.17, 0.20], [-0.15, -0.09, 0.49], [-0.05, -0.22, -0.19], [0.10, 0.27, -0.07], [0.19, 0.02, -0.53], [-0.26, 0.18, 0.07], [0.16, -0.16, 0.21]]
}